1.
# C2H8N2O

2 unconnected molecules or ions with the total composition C2H8N2O in a non-equilibrium geometry (ωB97M-V/def2-TZVPD, the Open Molecules 2025 dataset).

Each line ends with the Mulliken charge.
Atoms and positions in Å:
C (-1.666, -0.866, -0.874)  -0.700
N (-1.241, -0.969, 0.495)  -0.381
H (-2.017, 0.142, -1.117)  0.226
H (-2.489, -1.542, -1.049)  0.312
H (-0.872, -1.084, -1.596)  0.230
H (-0.351, -0.683, 0.849)  0.174
H (-1.647, -1.768, 0.955)  0.176
C (1.563, 0.945, 0.995)  -0.102
N (1.892, 1.250, -0.282)  -0.309
O (2.305, 0.518, 1.843)  -0.554
H (0.504, 1.138, 1.229)  0.493
H (1.162, 1.500, -0.924)  0.226
H (2.856, 1.417, -0.523)  0.210

Results
M	76.10	g mol⁻¹
Kohn-Sham gap	9.723	eV
ΔE to the lowest compared entry with this formula, charge and spin	27.7	kcal per mole
E_LUMO	0.85	eV
SMILES	NC=O.CN

---

2.
# C2H8N2O

2 unconnected molecules or ions with the total composition C2H8N2O in a non-equilibrium geometry (ωB97M-V/def2-TZVPD, the Open Molecules 2025 dataset).

Each line ends with the Mulliken charge.
Atoms and positions in Å:
C (-0.979, -1.405, 0.623)  -0.720
N (2.003, -0.849, -0.008)  -0.392
C (0.908, -0.307, -0.525)  0.286
N (-0.252, -0.863, -0.449)  -0.066
H (-1.847, -1.951, 0.275)  0.305
H (-1.269, -0.678, 1.386)  0.315
H (-0.389, -2.178, 1.167)  0.354
H (1.846, -1.341, 0.878)  0.276
H (2.804, -0.255, 0.180)  0.331
H (1.061, 0.634, -1.057)  0.304
H (-1.119, 2.340, -0.649)  0.295
H (-2.050, 2.352, 0.531)  0.325
O (-1.351, 2.879, 0.120)  -0.613

Results
2S+1	2
M	76.10	g mol⁻¹
Kohn-Sham gap (spin up / spin down)	10.211 / 7.184	eV
ΔE to the lowest compared entry with this formula, charge and spin	43.8	kcal per mole
E_LUMO (spin up / spin down)	-4.82 / -7.85	eV
charge	+1
<S²>	0.7557

---

3.
# C2H8N2O

2 unconnected molecules or ions with the total composition C2H8N2O in a non-equilibrium geometry (ωB97M-V/def2-TZVPD, the Open Molecules 2025 dataset).

Each line ends with the Mulliken charge.
Atoms and positions in Å:
C (1.516, 0.721, 0.466)  -0.124
C (2.161, -0.473, 0.663)  0.127
N (1.773, -1.649, 0.174)  -0.361
N (0.504, 0.664, -0.547)  -0.483
H (1.792, 1.515, 1.093)  0.383
H (3.037, -0.431, 1.404)  0.302
H (2.453, -2.318, -0.017)  0.229
H (0.857, -1.939, 0.040)  0.278
H (0.978, -0.001, -1.160)  0.308
H (0.246, 1.525, -1.176)  0.340
H (-4.700, 0.383, 0.288)  0.321
H (-5.787, 1.025, -0.778)  0.342
O (-4.831, 0.976, -0.450)  -0.663

Results
2S+1	2
M	76.10	g mol⁻¹
Kohn-Sham gap (spin up / spin down)	10.008 / 6.499	eV
ΔE to the lowest compared entry with this formula, charge and spin	27.1	kcal per mole
E_LUMO (spin up / spin down)	-3.61 / -7.12	eV
charge	+1
<S²>	0.7571

---

4.
# C2H8N2O

2 unconnected molecules or ions with the total composition C2H8N2O in a non-equilibrium geometry (ωB97M-V/def2-TZVPD, the Open Molecules 2025 dataset).

Each line ends with the Mulliken charge.
Atoms and positions in Å:
C (0.836, -0.025, -1.919)  -0.920
N (0.890, -0.128, -0.463)  0.041
C (0.089, -1.154, 0.048)  0.042
N (-0.294, -1.081, 1.253)  -0.414
H (1.298, 0.982, -2.093)  0.363
H (1.523, -0.691, -2.405)  0.364
H (-0.217, -0.019, -2.241)  0.388
H (1.139, 0.632, 0.163)  0.400
H (0.011, -1.925, -0.750)  0.407
H (-1.079, -1.636, 1.595)  0.296
H (-0.805, 1.172, 1.561)  0.341
H (-1.751, 1.439, 0.444)  0.310
O (-1.265, 1.907, 1.132)  -0.618

Results
2S+1	2
M	76.10	g mol⁻¹
Kohn-Sham gap (spin up / spin down)	10.894 / 6.519	eV
ΔE to the lowest compared entry with this formula, charge and spin	50.2	kcal per mole
E_LUMO (spin up / spin down)	-4.55 / -8.89	eV
charge	+1
<S²>	0.7857